A molecular structure, C27H36N6O3Re. Source: the Open Molecules 2025 dataset; level of theory: ωB97M-V with the def2-TZVPD basis set.

## Properties
- F_max: 3.5 eV/Å
- HOMO level (alpha / beta): -13.5 / -13.5 eV
- <S²>: 0.762

The geometry in ORCA input format:
```
! RIJCOSX wB97M-V def2-TZVPD def2/J DEFGRID3
* xyz 2 2
Re -1.286 -0.370 0.727
C -4.132 0.858 0.422
C -4.569 1.968 1.064
C -3.523 2.963 1.036
C -2.454 2.458 0.378
C -2.759 1.088 -0.082
H -4.717 -0.022 0.222
H -5.545 2.128 1.489
H -3.613 3.948 1.457
H -1.532 2.964 0.155
H -2.674 1.004 -1.170
N -2.540 -1.511 2.199
C -2.631 -2.875 1.621
C -3.177 -2.759 0.197
N -2.385 -1.755 -0.554
H -2.140 -1.581 3.138
H -3.487 -1.142 2.321
H -3.274 -3.527 2.223
H -1.626 -3.312 1.601
H -4.220 -2.437 0.239
H -3.143 -3.734 -0.297
H -2.985 -1.326 -1.263
H -1.658 -2.217 -1.122
C 2.456 -0.712 3.001
N 1.711 0.301 3.717
C 2.513 1.174 4.550
C 0.474 0.623 3.315
O 0.021 0.106 2.245
N -0.296 1.452 4.048
C -0.344 1.470 5.496
C -1.369 2.154 3.382
H 3.118 -1.214 3.705
H 3.050 -0.262 2.202
H 1.773 -1.436 2.561
H 3.486 1.302 4.073
H 2.673 0.745 5.541
H 2.046 2.150 4.640
H 0.263 0.676 5.921
H -1.381 1.308 5.802
H -0.025 2.432 5.900
H -1.089 2.311 2.343
H -1.501 3.123 3.858
H -2.315 1.606 3.432
O 1.361 1.622 0.605
C 1.239 0.957 -0.396
N 2.122 0.795 -1.399
C 1.626 -0.037 -2.469
C 0.263 -0.440 -1.876
O -0.534 -1.201 -2.386
N 0.104 0.167 -0.673
C 1.319 0.726 -3.737
C 1.333 2.121 -3.757
C 1.029 2.801 -4.920
C 0.679 2.099 -6.068
C 0.636 0.711 -6.046
C 0.931 0.027 -4.884
C 2.433 -1.323 -2.605
C 3.229 -1.609 -3.709
C 3.891 -2.823 -3.792
C 3.761 -3.770 -2.791
C 3.010 -3.471 -1.662
C 2.357 -2.257 -1.573
H 2.967 1.336 -1.475
H 1.585 2.680 -2.867
H 1.056 3.880 -4.927
H 0.421 2.637 -6.966
H 0.350 0.166 -6.930
H 0.851 -1.048 -4.848
H 3.350 -0.885 -4.499
H 4.501 -3.038 -4.656
H 4.253 -4.727 -2.873
H 2.914 -4.192 -0.865
H 1.773 -2.029 -0.690
*
```


7 unconnected molecules or ions with the total composition C27H36N7O12. Source: the Open Molecules 2025 dataset; level of theory: ωB97M-V with the def2-TZVPD basis set.

## Properties
- F_max: 9.7 eV/Å
- HOMO level: -6.4 eV

The geometry in ORCA input format:
```
! RIJCOSX wB97M-V def2-TZVPD def2/J DEFGRID3
* xyz -1 1
N -1.921 0.710 -1.054
O -0.723 0.321 -0.874
O -2.359 1.656 -0.361
O -2.734 -0.016 -1.712
C -1.147 3.662 2.533
C -0.995 4.432 3.760
C -0.305 3.851 4.952
C 0.233 2.435 4.893
C 0.036 1.618 3.586
C -0.630 2.300 2.393
N 0.963 1.771 5.995
O 1.283 2.619 6.896
O 1.285 0.596 5.904
H -1.683 4.055 1.658
H -1.386 5.410 3.877
H 0.001 4.478 5.901
H 0.482 0.759 3.467
H -0.818 1.987 1.456
C 1.732 -0.247 -3.807
C 3.003 -0.592 -4.518
C 2.971 -1.701 -5.486
C 1.738 -2.329 -5.995
C 0.414 -2.047 -5.094
C 0.554 -0.808 -4.159
N 1.565 -3.470 -6.936
O 0.522 -4.225 -7.090
O 2.626 -3.767 -7.484
H 1.648 0.399 -3.010
H 3.836 0.011 -4.205
H 3.817 -2.068 -6.212
H -0.538 -2.549 -5.197
H -0.347 -0.741 -3.508
C 2.214 -1.599 2.084
C 2.761 -1.509 3.477
C 3.475 -0.183 3.859
C 3.486 1.053 2.788
C 2.972 0.737 1.407
C 2.325 -0.610 1.104
N 4.098 2.369 3.155
O 4.322 3.148 2.209
O 4.142 2.672 4.372
H 1.648 -2.474 1.847
H 2.494 -2.119 4.354
H 3.899 -0.002 4.826
H 2.892 1.484 0.704
H 1.722 -0.594 0.084
C -1.005 4.472 -5.330
O -0.589 3.830 -6.274
N -0.698 4.021 -4.109
C -1.184 4.749 -2.895
C -0.019 2.718 -3.878
H -1.814 5.175 -5.629
H -2.102 5.025 -3.103
H -0.616 5.595 -2.365
H -1.637 3.933 -2.107
H -0.546 1.809 -3.961
H 0.289 2.724 -2.725
H 0.942 2.588 -4.286
C 0.156 -5.499 -0.832
O 0.734 -5.449 -1.956
N -0.371 -4.336 -0.306
C -0.815 -4.468 1.178
C -0.443 -3.121 -0.998
H 0.190 -6.545 -0.305
H -1.137 -3.636 1.614
H 0.111 -4.830 1.924
H -1.738 -4.888 1.202
H 0.417 -2.904 -1.420
H -0.700 -2.249 -0.497
H -1.194 -3.145 -1.896
C -4.013 -0.699 1.476
O -5.235 -0.884 1.092
N -3.564 -1.392 2.514
C -2.187 -0.925 2.914
C -4.324 -2.331 3.316
H -3.228 -0.052 0.920
H -1.585 -1.612 3.587
H -2.484 -0.012 3.348
H -1.486 -0.900 2.096
H -5.241 -1.975 3.716
H -3.804 -2.311 4.335
H -4.663 -3.332 2.827
*
```


7 unconnected molecules or ions with the total composition C27H36N7O12. Source: the Open Molecules 2025 dataset; level of theory: ωB97M-V with the def2-TZVPD basis set.

## Properties
- F_max: 9.8 eV/Å
- HOMO level: -6.6 eV

The geometry in ORCA input format:
```
! RIJCOSX wB97M-V def2-TZVPD def2/J DEFGRID3
* xyz -1 1
N 1.254 0.660 -0.286
O 0.187 -0.034 -0.535
O 1.324 1.890 -0.372
O 2.308 0.056 0.209
C 1.329 2.445 3.223
C 2.783 1.841 3.258
C 3.550 2.338 4.537
C 2.950 3.282 5.576
C 1.578 3.806 5.318
C 0.798 3.272 4.024
N 3.743 3.813 6.672
O 4.642 2.979 7.292
O 3.394 4.786 7.305
H 0.777 2.057 2.393
H 3.059 0.947 2.591
H 4.648 2.112 4.721
H 1.178 4.510 6.163
H -0.330 3.546 3.843
C 2.242 -4.379 -1.102
C 2.693 -5.101 -2.374
C 3.227 -4.360 -3.546
C 3.309 -2.871 -3.616
C 2.938 -2.179 -2.302
C 2.389 -2.931 -1.048
N 3.790 -2.051 -4.705
O 3.684 -0.814 -4.665
O 4.037 -2.680 -5.720
H 1.764 -4.736 -0.306
H 2.644 -6.114 -2.346
H 3.645 -4.786 -4.332
H 3.284 -1.211 -2.162
H 1.920 -2.455 -0.326
C -1.896 -3.241 -1.033
C -2.603 -1.996 -1.625
C -4.171 -2.059 -1.549
C -4.909 -3.145 -0.869
C -3.949 -4.305 -0.273
C -2.492 -4.291 -0.409
N -6.306 -3.339 -0.857
O -6.907 -2.258 -1.328
O -6.999 -4.303 -0.438
H -0.838 -3.434 -1.068
H -2.019 -1.140 -1.954
H -4.629 -1.329 -1.945
H -4.493 -5.166 0.306
H -1.929 -5.151 0.033
C -1.123 1.252 -6.381
O -2.099 2.081 -6.152
N -0.189 0.961 -5.393
C 0.970 0.180 -5.703
C -0.238 1.572 -4.077
H -1.166 0.815 -7.331
H 0.899 -0.151 -6.683
H 1.069 -0.689 -5.118
H 1.791 0.764 -5.430
H -1.225 1.798 -3.692
H 0.557 2.439 -4.032
H 0.072 0.910 -3.322
C -1.930 6.711 0.651
O -2.970 7.435 0.869
N -1.927 5.393 0.726
C -0.621 4.668 0.535
C -3.021 4.617 1.094
H -1.042 7.195 0.406
H -0.857 3.648 0.039
H -0.398 4.168 1.492
H 0.073 5.220 0.062
H -2.826 3.612 1.491
H -3.609 4.489 0.132
H -3.479 5.152 1.848
C 0.233 -2.677 1.877
O 0.626 -3.857 1.524
N -0.259 -2.275 3.040
C -0.525 -0.879 3.496
C -0.450 -3.277 4.224
H 0.133 -1.958 1.231
H 0.266 -0.273 4.044
H -1.257 -0.838 4.114
H -0.793 -0.157 2.542
H -0.228 -4.229 3.904
H -1.374 -3.156 4.610
H 0.341 -3.136 4.981
*
```


A molecular structure, C27H36NOP2RuS4. Source: the Open Molecules 2025 dataset; level of theory: ωB97M-V with the def2-TZVPD basis set.

## Properties
- F_max: 2.4 eV/Å
- HOMO level: -9.8 eV

The geometry in ORCA input format:
```
! RIJCOSX wB97M-V def2-TZVPD def2/J DEFGRID3
* xyz 1 1
Ru -0.002 -0.774 -0.041
C 3.859 -0.234 -2.693
C 2.697 -0.926 -1.985
C 1.413 -0.774 -2.802
P 2.266 -0.343 -0.304
C 3.507 -0.898 0.937
C 3.592 0.106 2.088
C 4.891 -1.237 0.384
C 2.216 1.468 -0.383
C 3.321 2.286 -0.612
C 3.173 3.652 -0.781
C 1.896 4.205 -0.762
C 0.790 3.422 -0.494
C 0.936 2.051 -0.242
N -0.147 1.226 0.100
C -1.265 1.695 0.830
C -1.227 2.808 1.673
C -2.325 3.133 2.453
C -3.480 2.364 2.405
C -3.530 1.260 1.565
C -2.442 0.911 0.780
P -2.331 -0.510 -0.367
C -2.963 0.161 -1.975
C -1.823 0.653 -2.865
C -3.994 1.274 -1.777
C -3.487 -1.860 0.103
C -4.985 -1.577 -0.067
C -3.170 -2.364 1.511
H 3.969 -0.662 -3.692
H 4.807 -0.361 -2.175
H 3.665 0.833 -2.813
H 2.921 -1.990 -1.858
H 1.142 0.281 -2.893
H 0.572 -1.320 -2.346
H 1.543 -1.173 -3.809
H 3.052 -1.818 1.318
H 4.074 1.031 1.768
H 4.184 -0.323 2.899
H 2.609 0.358 2.488
H 5.412 -0.346 0.028
H 4.853 -1.969 -0.422
H 5.495 -1.665 1.187
H 4.311 1.847 -0.663
H 4.039 4.278 -0.952
H 1.763 5.262 -0.953
H -0.197 3.863 -0.493
H -0.319 3.388 1.757
H -2.269 3.985 3.117
H -4.330 2.614 3.025
H -4.430 0.663 1.538
H -3.436 -0.697 -2.462
H -1.279 1.472 -2.388
H -2.225 1.027 -3.809
H -1.121 -0.144 -3.097
H -3.510 2.186 -1.423
H -4.777 1.015 -1.066
H -4.468 1.494 -2.736
H -3.211 -2.636 -0.619
H -5.370 -0.920 0.712
H -5.527 -2.521 0.013
H -5.228 -1.147 -1.037
H -3.164 -1.549 2.238
H -2.199 -2.861 1.549
H -3.927 -3.087 1.820
O 1.183 -5.847 4.324
C 0.981 -4.971 3.550
S 0.949 -5.197 1.776
C 0.568 -3.545 1.386
C 0.455 -2.644 2.443
S 0.078 -1.027 2.233
S 0.691 -3.271 4.047
S 0.287 -3.086 -0.184
*
```


A molecular structure, C27H37AuNO6S3Sb. Source: the Open Molecules 2025 dataset; level of theory: ωB97M-V with the def2-TZVPD basis set.

## Properties
- F_max: 3.1 eV/Å
- HOMO level (alpha / beta): -6.1 / -5.1 eV

The geometry in ORCA input format:
```
! RIJCOSX wB97M-V def2-TZVPD def2/J DEFGRID3
* xyz 0 1
Au 0.429 0.164 -0.265
S -1.065 -2.140 4.392
C -1.320 -0.502 4.947
C -1.099 0.423 4.026
C -0.628 -0.113 2.697
C -0.619 -1.621 2.819
C -0.323 -2.547 1.810
C -0.378 -3.934 2.113
C -0.159 -4.866 1.136
C 0.116 -4.420 -0.156
C 0.182 -3.055 -0.367
N -0.014 -2.138 0.560
H -1.636 -0.371 5.963
H -1.188 1.484 4.174
H -0.604 -4.233 3.123
H -0.204 -5.920 1.365
H 0.275 -5.113 -0.965
H 0.400 -2.657 -1.352
O -2.753 2.104 2.595
S -2.235 1.649 1.342
O -3.190 1.307 0.330
O -1.448 0.214 1.593
C -1.027 2.726 0.651
C -1.524 3.871 0.077
C -0.680 4.780 -0.545
C 0.708 4.536 -0.513
C 1.213 3.410 0.064
C 0.368 2.358 0.605
S 1.049 1.919 2.234
O 0.399 2.622 3.303
O 2.481 1.884 2.218
O 0.686 0.284 2.419
H -2.590 4.029 0.106
H -1.071 5.676 -0.992
H 1.380 5.264 -0.945
H 2.278 3.267 0.175
C 2.049 2.660 -3.014
C 0.934 1.983 -3.791
C 1.251 2.047 -5.276
C -0.386 2.685 -3.508
Sb 0.733 -0.105 -2.915
C 2.790 -1.076 -3.201
C 2.688 -2.593 -3.146
C 3.587 -0.583 -2.002
C 3.450 -0.654 -4.501
C -1.043 -1.049 -4.043
C -2.254 -0.506 -3.299
C -1.013 -2.565 -3.925
C -1.069 -0.646 -5.506
H 2.085 3.719 -3.270
H 3.020 2.229 -3.249
H 1.875 2.585 -1.944
H 1.311 3.096 -5.570
H 0.486 1.578 -5.886
H 2.207 1.587 -5.506
H -0.301 3.745 -3.749
H -0.665 2.607 -2.458
H -1.189 2.274 -4.117
H 2.307 -2.929 -2.185
H 3.683 -3.024 -3.270
H 2.059 -2.986 -3.942
H 3.072 -0.818 -1.068
H 3.742 0.494 -2.043
H 4.565 -1.065 -1.977
H 2.822 -0.883 -5.361
H 4.393 -1.188 -4.623
H 3.677 0.409 -4.496
H -2.191 -0.717 -2.231
H -3.164 -0.971 -3.679
H -2.351 0.569 -3.423
H -1.093 -2.881 -2.887
H -0.115 -2.991 -4.367
H -1.871 -2.978 -4.459
H -1.247 0.421 -5.615
H -1.885 -1.164 -6.011
H -0.141 -0.910 -6.013
*
```


3 unconnected molecules or ions with the total composition C27H37ClN2O2S. Source: the Open Molecules 2025 dataset; level of theory: ωB97M-V with the def2-TZVPD basis set.

## Properties
- F_max: 1.3 eV/Å
- HOMO level: -9.4 eV

The geometry in ORCA input format:
```
! RIJCOSX wB97M-V def2-TZVPD def2/J DEFGRID3
* xyz 0 1
C -1.783 1.569 1.453
C -1.665 0.714 0.623
C -1.314 -0.060 -0.525
C -2.167 -0.096 -1.627
N -3.413 0.646 -1.557
C -4.269 -0.014 -0.991
S -5.343 -0.845 -0.249
C -1.832 -0.778 -2.772
C -0.634 -1.457 -2.820
C 0.226 -1.476 -1.727
C -0.110 -0.776 -0.572
Cl 0.901 -0.722 0.808
C 1.484 -2.277 -1.845
O 2.063 -2.745 -0.896
C 2.010 -2.513 -3.228
C 3.466 -2.821 -3.375
N 4.196 -1.738 -4.077
C 3.762 -0.388 -3.687
C 1.164 -2.476 -4.253
C -0.265 -2.182 -4.068
O -1.096 -2.488 -4.889
H -1.864 2.313 2.205
H -2.498 -0.767 -3.620
H 3.902 -3.016 -2.397
H 3.553 -3.734 -3.963
H 5.155 -1.802 -3.761
H 2.886 -0.089 -4.254
H 4.565 0.307 -3.917
H 3.547 -0.289 -2.616
H 1.477 -2.675 -5.269
C 5.302 -5.273 4.732
C 4.898 -4.557 3.447
C 3.951 -3.381 3.677
C 2.604 -3.751 4.301
C 1.795 -4.781 3.515
C 1.422 -4.308 2.113
H 4.441 -5.712 5.237
H 6.004 -6.081 4.521
H 5.786 -4.583 5.426
H 4.448 -5.273 2.754
H 5.799 -4.183 2.953
H 3.783 -2.871 2.724
H 4.444 -2.650 4.325
H 2.010 -2.837 4.404
H 2.761 -4.121 5.318
H 0.881 -5.001 4.073
H 2.345 -5.724 3.450
H 0.847 -3.381 2.158
H 0.814 -5.056 1.602
H 2.302 -4.126 1.497
C -4.560 3.616 -0.262
C -3.405 4.611 -0.304
C -3.515 5.720 0.742
C -4.744 6.618 0.602
C -4.878 7.316 -0.750
C -3.722 8.261 -1.064
H -5.516 4.097 -0.478
H -4.409 2.833 -1.004
H -4.631 3.143 0.720
H -3.329 5.043 -1.305
H -2.470 4.069 -0.136
H -2.609 6.332 0.707
H -3.531 5.267 1.739
H -4.711 7.377 1.390
H -5.648 6.032 0.789
H -5.811 7.886 -0.754
H -4.971 6.576 -1.549
H -3.627 9.030 -0.294
H -3.880 8.763 -2.020
H -2.771 7.730 -1.128
*
```